# 1
Here is C46H63N2O2P3PtS2Si as an isolated structure from OMol25. Energies are from wB97M-V/def2-TZVPD.

Properties
2S+1	5
charge	+2
frontier orbital gap (alpha / beta)	7.5 / 4.9	eV
E	-4279.3649	hartree
E_HOMO (alpha / beta)	-12.2 / -12.2	eV
LUMO energy (alpha / beta)	-4.7 / -7.3	eV

Structure (XYZ):
```
120
Properties=species:S:1:pos:R:3:mulliken_spin:R:1
Pt -0.6502 0.5313 -0.2365 0.370
C 2.2181 -1.9733 -3.9926 0.064
C 3.3326 -2.8337 -3.4232 -0.026
C 4.6974 -2.5530 -4.0572 -0.001
P 1.6044 0.2762 -0.9624 0.963
C 4.1346 -1.0843 1.2352 0.211
C 4.5227 -1.9711 2.3638 -0.001
C 5.1463 -0.2090 0.5862 0.051
C 2.2193 1.7868 -1.6678 0.290
C 3.3249 1.8801 -2.5200 0.194
C 3.6704 3.1094 -3.0529 -0.034
C 2.9188 4.2398 -2.7453 0.107
C 1.8359 4.1524 -1.8772 -0.079
C 1.4793 2.9333 -1.3111 0.016
Si 0.1935 2.6755 0.0354 0.250
C 1.0998 2.6890 1.6730 0.069
C 1.9489 3.7350 2.0348 -0.007
C 2.6407 3.7080 3.2359 0.001
C 2.4937 2.6277 4.0954 0.002
C 1.6581 1.5755 3.7549 0.016
C 0.9668 1.5975 2.5426 0.037
P -0.2707 0.3461 2.1107 0.161
C -1.6945 0.7215 3.2182 0.006
C -1.9677 2.2307 3.1897 -0.001
C -1.5161 0.2725 4.6711 0.028
C 0.2938 -1.3910 2.3426 0.033
C -0.9421 -2.3017 2.3301 0.034
C 1.2031 -1.6941 3.5332 0.050
C -1.1880 3.9086 -0.1741 0.054
C -1.0134 5.2829 -0.0033 0.003
C -2.0122 6.1741 -0.3625 -0.001
C -3.1993 5.7026 -0.9085 0.001
C -3.4041 4.3407 -1.0576 -0.006
C -2.4067 3.4401 -0.6790 -0.027
P -2.6553 1.6452 -0.7323 0.296
C -3.9951 1.2391 0.4609 0.024
C -5.2340 2.1360 0.4399 0.028
C -4.3629 -0.2400 0.3669 0.011
C -3.0484 1.0863 -2.4330 0.020
C -1.9359 1.5399 -3.3821 0.027
C -4.4235 1.4837 -2.9693 0.021
H 2.0547 -2.2841 -5.0251 0.002
H 2.4984 -0.9178 -4.0005 0.002
H 1.2811 -2.0923 -3.4501 -0.016
H 3.0694 -3.8925 -3.4668 -0.001
H 4.5489 -2.2034 -5.0780 0.001
H 5.3280 -3.4386 -4.0991 0.001
H 5.2450 -1.7675 -3.5295 0.001
H 3.0876 -0.8135 1.1406 0.607
H 5.4690 -2.4870 2.1757 0.016
H 3.7570 -2.7112 2.6033 -0.006
H 4.6849 -1.3827 3.2786 0.052
H 5.8211 -0.7705 -0.0745 0.035
H 5.7988 0.2604 1.3313 0.037
H 4.6882 0.5849 -0.0071 -0.030
H 3.9041 0.9973 -2.7671 0.037
H 4.5188 3.1908 -3.7192 0.001
H 3.1854 5.1947 -3.1782 0.003
H 1.2727 5.0487 -1.6447 0.003
H 2.0890 4.5788 1.3678 0.000
H 3.2973 4.5256 3.5021 0.000
H 3.0293 2.6050 5.0351 0.001
H 1.5469 0.7504 4.4439 -0.004
H -2.5361 0.1783 2.7772 0.007
H -1.2228 2.7604 3.7844 0.000
H -2.9473 2.4328 3.6256 0.000
H -1.9466 2.6641 2.1868 -0.003
H -0.6640 0.7706 5.1354 -0.003
H -1.3957 -0.8024 4.7785 -0.001
H -2.4029 0.5611 5.2375 0.002
H 0.8669 -1.5780 1.4261 -0.006
H -1.4492 -2.2898 3.2939 0.001
H -0.6381 -3.3297 2.1310 0.000
H -1.6693 -2.0200 1.5671 -0.005
H 0.7308 -1.4610 4.4871 -0.006
H 2.1525 -1.1628 3.4711 -0.006
H 1.4192 -2.7645 3.5329 0.001
H -0.0904 5.6688 0.4151 -0.001
H -1.8658 7.2371 -0.2247 0.000
H -3.9740 6.3970 -1.2044 0.000
H -4.3468 3.9910 -1.4547 0.000
H -3.4969 1.4096 1.4164 0.001
H -5.7870 2.0681 -0.4954 -0.002
H -4.9962 3.1800 0.6332 0.001
H -5.9030 1.8022 1.2349 0.000
H -4.9591 -0.4421 -0.5242 0.000
H -4.9702 -0.5182 1.2296 0.001
H -3.4881 -0.8905 0.3365 -0.005
H -3.0005 -0.0037 -2.3384 -0.031
H -1.9198 2.6275 -3.4803 -0.002
H -2.1161 1.1158 -4.3703 0.002
H -0.9463 1.2130 -3.0518 0.002
H -4.5021 2.5597 -3.1252 -0.002
H -5.2392 1.1569 -2.3277 0.000
H -4.5643 1.0075 -3.9408 0.002
O -1.4720 -5.3248 0.4366 0.001
C -2.5518 -4.7423 -0.1161 0.001
C -3.7599 -5.4349 -0.0144 -0.001
C -4.9107 -4.9234 -0.5716 0.001
C -4.8919 -3.7009 -1.2459 0.000
C -3.7116 -2.9989 -1.3144 0.001
C -2.5258 -3.4827 -0.7469 0.000
C -1.3055 -2.6513 -0.8410 0.000
O -1.4434 -1.3956 -1.0190 -0.022
N -0.1630 -3.3350 -0.7295 0.016
N 0.9524 -2.6229 -1.0290 -0.008
C 2.0358 -3.2828 -0.9536 -0.038
S 2.2770 -4.9517 -0.4714 0.000
C 4.0143 -4.6608 -0.0509 0.016
C 4.6637 -3.7911 -1.1211 0.001
S 3.4872 -2.4953 -1.6152 0.103
H -0.6886 -4.8078 0.1527 0.000
H -3.7541 -6.3890 0.4947 0.000
H -5.8322 -5.4857 -0.4972 0.000
H -5.7893 -3.3179 -1.7116 0.000
H -3.6685 -2.0559 -1.8428 -0.001
H 4.5204 -5.6238 -0.0063 0.000
H 4.0761 -4.1887 0.9254 -0.007
H 4.8824 -4.3639 -2.0201 0.002
H 5.5692 -3.3031 -0.7649 -0.010
```

# 2
Here is C46H66B2N14PbS as an isolated structure from OMol25. Energies are from wB97M-V/def2-TZVPD.

Properties
2S+1	2
charge	+3
frontier orbital gap (alpha / beta)	5.3 / 3.5	eV
E	-3199.0223	hartree
E_HOMO (alpha / beta)	-14.5 / -14.5	eV
LUMO energy (alpha / beta)	-9.2 / -11.0	eV

Structure (XYZ):
```
130
Properties=species:S:1:pos:R:3:mulliken_spin:R:1
Pb -2.1560 -0.2555 0.7351 -0.006
C -3.1301 -3.7396 1.2174 0.000
C -2.8503 -3.0176 2.4958 0.000
C -3.0336 -3.4751 3.7932 0.000
C -2.5937 -2.4520 4.6068 0.000
N -2.1651 -1.4390 3.8362 0.000
N -2.3228 -1.7855 2.5201 0.000
B -1.4679 -0.1113 4.2157 -0.001
N -2.3354 1.0947 3.7442 0.000
C -2.8413 2.0811 4.5043 0.000
C -3.4230 3.0213 3.6822 0.000
C -3.2420 2.5315 2.3897 0.000
C -3.6661 3.1444 1.0946 0.000
N -2.5884 1.3694 2.4362 0.000
N -0.0601 -0.0610 3.4565 0.000
C 1.1406 -0.2840 4.0237 0.001
C 2.1102 -0.1101 3.0656 -0.001
C 1.3821 0.2656 1.9249 0.004
C 2.0862 0.8070 0.7589 0.100
N 0.0642 0.2552 2.1642 -0.003
N -1.1562 0.0563 5.6796 0.000
C -0.4705 1.1149 6.2041 0.000
C -0.3513 0.9129 7.5480 0.000
C -1.0051 -0.3192 7.7913 0.000
C -1.1829 -1.0244 9.0990 0.000
N -1.4813 -0.8238 6.6718 0.000
H -3.7140 -4.6337 1.4224 0.000
H -3.6900 -3.1108 0.5229 0.000
H -2.1974 -4.0443 0.7366 0.000
H -3.4479 -4.4208 4.0977 0.000
H -2.5417 -2.3683 5.6784 0.000
H -2.7756 2.0479 5.5787 0.000
H -3.9147 3.9323 3.9779 0.000
H -4.0118 4.1622 1.2603 0.000
H -2.8344 3.1727 0.3857 0.000
H -4.4838 2.5768 0.6460 0.000
H 1.2362 -0.5484 5.0636 0.000
H 3.1781 -0.1911 3.1881 0.000
H 2.0856 1.8912 0.6951 -0.029
H 3.0929 0.4042 0.7114 -0.027
H 1.4941 0.4556 -0.2951 -0.017
H -0.1220 1.9250 5.5820 0.000
H 0.1233 1.5530 8.2730 0.000
H -0.8298 -0.4096 9.9228 0.000
H -2.2304 -1.2724 9.2646 0.000
H -0.6312 -1.9647 9.1098 0.000
N -3.7350 1.0257 -1.6532 0.000
N -5.1229 1.0464 -1.5240 0.000
C -5.7481 0.3661 -0.5488 0.000
N -7.0811 0.4239 -0.5534 0.000
S -4.9832 -0.5516 0.6529 0.000
H -3.4121 1.9521 -1.9077 0.000
H -3.4564 0.3626 -2.3703 0.000
H -5.6752 1.4815 -2.2499 0.000
H -7.6100 0.9545 -1.2271 0.000
H -7.5883 -0.0614 0.1681 0.000
C -5.2374 -3.5523 -2.7820 0.000
C -3.7533 -3.9395 -2.7108 0.000
C -2.9569 -2.8572 -2.1244 0.000
N -2.3732 -1.9781 -1.6660 0.000
H -5.8114 -4.3888 -3.1739 0.000
H -5.3827 -2.6986 -3.4435 0.000
H -5.6191 -3.3001 -1.7933 0.000
H -3.3548 -4.1610 -3.7012 0.000
H -3.6153 -4.8274 -2.0916 0.000
C 6.3697 1.1050 0.7611 0.000
C 6.0236 0.4817 -0.5935 -0.001
C 7.2928 0.2609 -1.4289 0.001
C 5.2714 -0.8309 -0.4256 -0.001
C 5.8469 -1.8771 0.2842 -0.006
C 5.1866 -3.0864 0.4415 0.005
C 3.9213 -3.2756 -0.0948 0.000
C 3.2862 -2.2605 -0.7955 0.009
C 1.8841 -2.4691 -1.3529 -0.005
C 0.9023 -2.8885 -0.2552 -0.007
C 1.9062 -3.4793 -2.5035 0.005
C 4.0043 -1.0732 -0.9648 0.003
N 3.3420 -0.0186 -1.7072 0.087
B 2.0752 0.6359 -1.4732 0.176
N 1.7470 1.4810 -2.5860 0.017
C 2.7912 1.3261 -3.4261 0.381
C 3.7474 0.4078 -2.9014 0.226
C 0.5480 2.1480 -3.0977 -0.021
C -0.1615 1.4684 -4.0992 -0.014
C -1.3039 2.0888 -4.5970 -0.004
C -1.7097 3.3252 -4.1284 0.003
C -0.9510 3.9886 -3.1738 0.004
C 0.2115 3.4314 -2.6537 0.014
C 1.0851 4.3139 -1.7761 -0.006
C 2.3300 4.7741 -2.5479 0.003
C 1.4841 3.6950 -0.4337 0.006
C 0.2753 0.1496 -4.7297 0.052
C 0.7645 0.3929 -6.1647 -0.004
C -0.8483 -0.8886 -4.7258 0.000
H 6.8998 2.0458 0.6126 0.000
H 7.0189 0.4510 1.3431 0.000
H 5.4779 1.3142 1.3587 0.000
H 5.3940 1.1961 -1.1329 -0.001
H 8.0012 -0.3734 -0.8960 0.000
H 7.7828 1.2133 -1.6309 0.000
H 7.0702 -0.2215 -2.3834 0.000
H 6.8304 -1.7459 0.7164 0.000
H 5.6621 -3.8910 0.9868 0.000
H 3.4222 -4.2269 0.0367 0.000
H 1.5089 -1.5175 -1.7695 0.045
H 1.2083 -3.8248 0.2105 0.002
H -0.0902 -3.0353 -0.6838 0.001
H 0.8246 -2.1305 0.5308 0.000
H 2.2517 -4.4515 -2.1506 0.003
H 2.5736 -3.1597 -3.3064 0.001
H 0.9057 -3.6065 -2.9196 0.000
H 2.8115 1.8411 -4.3769 0.010
H 4.6639 0.0578 -3.3592 -0.012
H -1.8649 1.6059 -5.3868 0.000
H -2.5899 3.8009 -4.5425 0.000
H -1.2334 4.9862 -2.8612 0.000
H 0.4913 5.2043 -1.5705 0.000
H 3.0222 3.9437 -2.7179 0.000
H 2.8647 5.5372 -1.9822 0.000
H 2.0621 5.2001 -3.5148 0.000
H 2.4280 3.1506 -0.5483 -0.002
H 0.7113 3.0252 -0.0431 -0.006
H 1.6580 4.4702 0.3119 0.003
H 1.1044 -0.2812 -4.1596 0.006
H -0.0247 0.8401 -6.7690 0.000
H 1.0528 -0.5500 -6.6298 -0.001
H 1.6243 1.0660 -6.2066 0.001
H -1.6239 -0.6324 -5.4488 0.001
H -1.3010 -0.9748 -3.7391 0.001
H -0.4503 -1.8639 -5.0092 0.000
```

- E of number 1 (C46H63N2O2P3PtS2Si)?
  -4279.3649 hartree

- 2S+1 of number 1 (C46H63N2O2P3PtS2Si)?
  5

- charge of number 2 (C46H66B2N14PbS)?
  +3

- Among the records above, which one has the highest 2S+1?
  C46H63N2O2P3PtS2Si